Record 1
Entry from the Open Molecules 2025 dataset: the molecule C4H10S2 at a distorted geometry (ωB97M-V with the def2-TZVPD basis set).

```
! RIJCOSX wB97M-V def2-TZVPD def2/J DEFGRID3
* xyz 0 1
S -1.33105 -0.26046 0.20825
S -0.88807 -2.23618 -0.14620
C 0.70186 2.49267 -1.20905
C 0.87223 0.96692 -1.03922
C -1.24663 -2.98946 1.47880
C 0.31726 0.48976 0.29816
H -0.55858 -2.62661 2.23429
H 0.93101 2.96721 -0.25279
H 0.97988 -0.21151 0.80671
H 0.35942 0.48722 -1.86371
H 1.95167 0.79885 -1.08392
H -2.27305 -2.74777 1.72157
H -0.31758 2.71816 -1.51932
H -1.12238 -4.06097 1.31889
H 1.39171 2.89462 -1.95260
H 0.23229 1.31756 1.00013
*
```

The energy above the lowest of the compared OMol25 structures with the same formula, charge and spin comes out at 0.287 eV. As for the HOMO energy: -8.677 eV. The SMILES is CCCSSC.

Record 2
Entry from the Open Molecules 2025 dataset: a cluster of 2 separate species, C4H7N3O3 in total at a distorted geometry (ωB97M-V with the def2-TZVPD basis set).

```
! RIJCOSX wB97M-V def2-TZVPD def2/J DEFGRID3
* xyz 0 1
O -1.09072 -1.85545 -1.04660
O 1.27879 -1.87069 0.93687
O -0.13191 2.15046 1.28379
N 1.08420 -0.37653 -1.06577
N -1.21920 0.43326 0.49898
N -1.34128 2.12698 1.95083
C 1.11159 0.88567 -0.36903
C 1.07108 -1.83344 -0.26303
C -1.92167 1.05851 1.49344
C -0.12805 1.14019 0.43032
H -1.38462 -1.23478 -0.33543
H 1.41320 -2.62182 -0.95983
H 1.23131 1.71974 -1.07572
H -2.89906 0.73881 1.84545
H 1.48783 -0.38765 -1.99318
H 1.96496 0.91775 0.32381
H -0.52645 -0.99101 -1.65491
*
```

The energy above the lowest of the compared OMol25 structures with the same formula, charge and spin comes out at 3.859 eV. As for the HOMO energy: -9.758 eV. The SMILES is O=CNCc1ncno1.O.

Record 3
Entry from the Open Molecules 2025 dataset: a cluster of 12 separate species, C36H104N8O12 in total at a distorted geometry (ωB97M-V with the def2-TZVPD basis set).

```
! RIJCOSX wB97M-V def2-TZVPD def2/J DEFGRID3
* xyz 0 1
O 0.38202 22.24131 -19.13304
O -6.06174 22.15692 -19.19806
O 0.88915 25.38457 -11.00454
O -1.66239 25.83914 -18.12290
O -1.87174 20.16706 -15.48563
O -4.29537 18.58854 -21.27986
O 2.16754 21.14964 -14.93133
O 2.52404 15.10935 -16.56011
O -0.73442 15.25747 -10.94844
O -5.94916 15.48225 -15.91878
O -7.17463 17.97896 -12.44393
O -5.65526 23.85535 -14.21225
N -0.31226 17.58091 -13.72182
N -0.41847 22.51086 -12.95421
N -8.29606 15.73672 -10.89438
N 1.92415 18.65305 -12.27526
N -8.81279 17.23819 -17.32318
N -6.56505 16.11539 -22.62965
N -1.32490 22.87376 -16.03706
N -1.06057 15.24207 -15.65876
C -6.28353 19.06001 -12.71299
C 1.78076 19.99172 -14.24336
C -5.00704 22.76538 -18.57002
C 1.81245 21.09376 -16.34656
C -0.81732 17.05968 -12.49959
C 1.05973 24.11203 -13.81165
C -0.15672 24.69180 -11.64095
C 3.73934 20.15446 -12.58880
C -3.01774 19.75585 -16.26732
C -1.97627 23.84357 -16.90549
C -6.56195 18.22426 -17.20051
C -4.25586 19.62212 -20.37733
C -2.33783 16.89458 -12.63281
C 1.43467 14.85176 -15.71906
C 0.46804 26.19588 -9.90840
C -6.22542 22.65543 -14.66278
C 2.57928 14.28122 -17.77459
C -1.02261 25.00271 -17.20856
C 0.22967 16.74473 -17.00728
C -5.05959 17.21116 -23.97425
C -5.30609 16.80593 -22.54900
C -3.24490 24.20747 -16.14919
C 0.12106 15.29263 -16.47463
C 2.26075 19.95654 -12.80807
C -9.03781 16.91784 -11.22115
C -0.06603 14.08741 -10.52605
C 0.48302 23.57416 -12.52914
C -5.80801 14.56723 -14.83160
C -7.19341 16.05339 -16.02568
C -5.48236 17.92577 -21.50286
C -7.40559 16.97826 -17.27004
C -8.04922 18.09850 -11.24414
C -10.21498 17.09275 -10.19560
C -0.91890 27.04110 -18.34422
C -0.63589 21.23613 -19.05639
C -0.15334 15.73906 -12.14347
H -3.90658 19.95790 -15.66962
H 0.30609 22.78907 -19.91776
H -0.54940 27.47484 -17.41500
H -0.52810 17.72379 -11.68509
H -9.03462 17.76500 -16.49049
H -3.83832 23.33156 -15.88703
H -4.14715 19.30149 -19.34124
H -0.88143 24.30973 -10.92197
H 2.55818 20.51655 -16.89319
H -7.45259 16.54240 -15.08664
H 1.80462 20.73274 -12.19361
H 1.82421 14.66348 -18.46152
H -6.52261 15.50690 -21.82463
H 0.20274 13.43834 -11.35946
H 4.00183 21.21137 -12.63502
H -0.83603 18.40682 -13.97410
H -0.20178 26.97888 -10.26385
H 1.49099 23.29030 -14.38338
H 0.39119 24.77546 -14.36031
H -4.92091 23.68614 -13.61753
H 0.80985 14.42096 -9.96957
H -6.27572 18.61353 -21.79556
H 1.46641 15.48954 -14.83570
H -7.26899 22.84516 -14.91391
H -5.19047 20.18199 -20.41127
H -1.18847 14.27721 -15.38898
H -6.69634 18.93065 -18.01968
H -4.76994 14.23629 -14.86290
H -6.46563 13.69796 -14.83221
H -11.08351 16.44676 -10.32391
H -0.38402 22.85949 -16.40400
H -1.90480 15.32387 -16.20710
H -4.55303 16.09803 -22.20277
H 4.42321 19.69814 -13.30448
H -0.74306 25.30594 -12.32442
H -5.85418 17.92219 -24.20040
H -6.66518 18.80615 -16.28462
H 1.05730 16.80234 -17.71426
H -2.98560 18.68616 -16.47422
H -0.69091 25.51753 -16.30688
H -6.89283 19.95163 -12.86085
H -6.19162 22.69871 -19.97985
H -8.96728 17.87881 -18.08857
H -7.44942 18.04333 -10.33568
H -6.12912 21.80854 -13.98337
H 2.71758 18.03384 -12.35987
H 2.20152 19.10526 -14.71798
H -0.11983 24.58754 -17.65656
H -5.64944 18.77470 -13.55241
H -4.78232 22.12194 -17.71938
H -0.85574 20.77105 -20.01737
H -3.06715 24.78035 -15.23908
H -5.14185 16.35128 -24.63904
H 1.26404 23.13550 -11.90810
H 1.48447 13.81383 -15.38994
H 0.60015 17.40083 -16.21963
H -0.46152 16.91104 -14.46284
H 0.75866 20.84204 -16.46615
H 1.24512 18.23820 -12.89730
H 0.69506 19.91421 -14.30123
H 3.57165 14.28904 -18.22541
H -1.53516 27.73761 -18.91272
H -1.61299 21.59878 -18.73725
H -7.90619 15.24259 -16.17618
H -3.48048 20.31122 -20.71200
H -7.31178 15.80306 -11.11096
H -1.25104 23.12570 -15.06178
H -0.02155 21.77464 -13.52036
H -8.25050 15.75043 -9.88551
H -3.03524 20.32654 -17.19582
H -6.35931 15.41582 -23.32848
H -2.33374 23.38681 -17.82836
H -1.58821 21.00031 -15.86893
H 3.98731 19.90644 -11.55675
H -5.86622 17.53208 -20.56171
H -2.53680 16.24713 -13.48682
H -7.15402 16.31951 -18.10123
H -9.46689 16.70326 -12.19990
H 0.04555 25.63135 -9.07720
H 0.00553 14.57538 -17.28722
H -8.51289 19.08039 -11.14928
H -0.70573 17.13123 -17.41191
H -2.79710 16.46045 -11.74473
H 1.85569 22.11152 -16.73435
H 1.95105 24.71595 -13.64158
H -0.79881 22.07751 -12.12496
H -5.66968 22.34859 -15.54884
H -2.91045 17.78437 -12.89450
H -0.05515 26.86452 -18.98519
H 0.90393 15.96038 -11.99762
H -0.42044 20.43968 -18.34410
H 1.30238 26.70620 -9.42719
H -9.79174 16.88018 -9.21388
H -4.07414 17.65931 -24.10135
H -5.63239 19.33421 -11.88296
H -3.93986 24.75325 -16.78736
H -0.66152 13.52168 -9.80951
H 2.44988 13.22825 -17.52437
H -4.15636 23.00679 -19.20734
H -5.54011 17.85362 -17.28148
H -5.93919 15.15509 -13.92314
H -5.40690 23.75427 -18.34572
H -0.29042 14.94086 -12.87299
H -10.61414 18.10687 -10.21392
*
```

The energy above the lowest of the compared OMol25 structures with the same formula, charge and spin comes out at 4.235 eV. As for the HOMO energy: -8.404 eV. The SMILES is COC[C@H](C)N.COC[C@H](C)N.COC[C@H](C)N.COC[C@H](C)N.COC[C@H](C)N.COC[C@H](C)N.COC[C@H](C)N.COC[C@H](C)N.CO.CO.CO.CO.

Record 4
Entry from the Open Molecules 2025 dataset: a structure of composition C6H10O (ωB97M-V with the def2-TZVPD basis set).

```
! RIJCOSX wB97M-V def2-TZVPD def2/J DEFGRID3
* xyz 0 1
O -0.50797 -2.20702 0.14038
C -1.55182 -0.07507 -0.57662
C -0.60593 -0.89445 0.22897
C 0.13724 1.41831 0.14947
C -1.12824 1.18857 -0.63754
C 1.72996 -0.48748 -0.46301
C 0.62391 -0.00591 0.47866
H -2.44093 -0.50198 -1.02533
H -1.63636 1.99050 -1.16641
H -1.31284 -0.78536 1.59587
H 1.92996 -1.54898 -0.29855
H 2.64817 0.08217 -0.29141
H -1.08161 -1.69886 1.22561
H 0.87665 1.99419 -0.42031
H -0.08099 1.99741 1.05792
H 0.96184 -0.10642 1.51408
H 1.43898 -0.35959 -1.51178
*
```

The energy above the lowest of the compared OMol25 structures with the same formula, charge and spin comes out at 3.829 eV. As for the HOMO energy: -9.179 eV.

Record 5
Entry from the Open Molecules 2025 dataset: a structure of composition C34H33AsF5N4OS4V at a distorted geometry (ωB97M-V with the def2-TZVPD basis set).

```
! RIJCOSX wB97M-V def2-TZVPD def2/J DEFGRID3
* xyz -1 2
As -0.45898 -3.34983 1.27448
V -1.26512 -1.06560 1.62133
S -3.41839 -2.06069 1.73041
S 0.98496 -0.09143 1.53412
S -1.09870 -1.25413 3.85568
S -0.52392 2.74844 1.87774
F -5.28303 4.22465 -0.12677
F -2.38852 1.15782 -2.16561
F -4.12250 3.19560 -2.35276
F -4.70963 3.12522 2.29094
F -2.97306 1.09361 2.46826
O -1.71928 0.05419 0.23631
N -5.94644 -3.10903 4.22327
N -3.02461 -2.15793 6.90406
N 0.04898 3.04540 -0.69048
N 1.91546 0.95527 -0.70953
C -4.92614 -2.67865 3.90486
C 1.65914 5.45289 0.37301
C -1.10535 -3.98473 -0.46566
C 2.02128 7.15113 -1.79874
C -1.24741 -5.49299 -0.63460
C 1.04259 1.06229 0.35177
C 3.89495 -1.52857 -4.19607
C -2.68749 -1.82325 4.34508
C 0.94370 6.26702 -1.76975
C -2.62042 1.04139 0.16632
C 2.73507 6.33001 0.34525
C -2.95736 1.62586 -1.04712
C 2.88571 -0.78082 -2.12854
C 1.67515 -1.34320 -2.53547
C 2.92003 7.18291 -0.74162
C 0.18348 2.29648 0.43831
C -1.15198 -4.75106 2.45095
C 2.11573 2.11768 -1.55835
C 1.40425 -3.97380 1.25557
C -3.64746 -2.15764 3.45264
C 1.57905 -2.00304 -3.75169
C 2.95457 -0.06470 -0.79322
C 0.74710 5.41780 -0.68647
C 0.75572 2.64875 -1.91019
C -2.89952 -2.00126 5.76845
C 2.69218 -2.10280 -4.58434
C 3.98712 -0.86701 -2.97114
C -4.13769 2.64064 1.19015
C -0.40929 4.43873 -0.66366
C 2.09670 -3.78214 -0.08855
C -0.50042 -4.82193 3.83036
C -3.84130 2.67697 -1.15228
C -4.43528 3.19651 -0.03094
C -3.25017 1.58951 1.27530
H 0.19700 1.87010 -2.43085
H 0.63366 -2.43929 -4.05647
H 2.79393 -0.75454 0.02345
H 3.75640 7.87169 -0.75841
H 3.16366 -4.01085 -0.01508
H 2.00007 -2.75349 -0.43539
H -1.39936 -5.74871 -1.68696
H 2.61875 -2.62151 -5.53346
H 2.70420 2.89080 -1.05460
H 1.67083 -4.43259 -0.85466
H 1.50793 4.79252 1.22422
H 4.76241 -1.58668 -4.84502
H -0.91570 -5.66120 4.39398
H -0.35723 -6.02523 -0.28973
H -1.05040 4.60223 -1.53179
H -2.22234 -4.58906 2.53482
H 3.42953 6.35482 1.17777
H -0.42192 -3.57745 -1.20851
H 0.24047 6.24703 -2.59967
H 1.90705 -3.39647 2.02725
H 3.94237 0.38666 -0.65724
H 0.84135 3.51428 -2.56206
H 1.41921 -5.01891 1.55573
H 2.64349 1.80585 -2.45686
H 0.57924 -4.97011 3.75668
H 4.92499 -0.40631 -2.67090
H -0.66858 -3.91954 4.40490
H -2.05993 -3.48939 -0.61038
H 0.80235 -1.24378 -1.89354
H -0.98682 -5.68884 1.92967
H -1.00173 4.56224 0.23272
H 2.15444 7.81403 -2.64700
H -2.10278 -5.86886 -0.07368
*
```

As for the expectation value of S²: 0.8028. The energy above the lowest of the compared OMol25 structures with the same formula, charge and spin comes out at 1.273 eV. As for the HOMO energy (spin up / spin down): -3.561 / -3.304 eV.